ORCA calculation (ωB97M-V/def2-TZVPD) on C39H44I2N11OSTl as an isolated structure.

Each line ends with the Mulliken charge.
CARTESIAN COORDINATES (ANGSTROEM)
Tl: -0.22515 -0.93988 0.37203  3.3492
I: -4.65942 3.97640 4.27097  0.1352
C: -3.80946 2.35796 3.29624  -0.7538
C: -4.10738 1.06029 3.70332  -0.1566
C: -3.53768 -0.01488 3.04096  0.0608
I: -4.03083 -1.94443 3.64527  0.0586
C: -2.65561 0.15673 1.95761  0.0002
O: -2.15979 -0.88914 1.31097  -0.2114
C: -2.36365 1.47726 1.58069  -0.7209
C: -1.33560 1.74858 0.52177  -0.3047
N: 0.03201 1.49626 1.01375  0.2468
C: 0.33673 2.06398 2.31542  -1.7684
C: 0.04496 1.08177 3.42315  1.0444
C: -0.36443 1.53566 4.66698  -0.8798
C: -0.60688 0.60418 5.66251  -0.6454
C: -0.42837 -0.74246 5.38365  -1.1935
C: -0.00304 -1.09896 4.11440  -0.5194
N: 0.23637 -0.20729 3.14862  0.9280
C: -2.94888 2.55851 2.23608  -0.6221
H: -4.78597 0.88781 4.52856  0.4425
H: -1.03773 1.37282 -1.45310  -1.2787
H: -1.41797 2.79644 0.21554  0.7413
H: 0.69017 1.79699 0.29047  0.0621
H: 1.39238 2.35054 2.34158  0.2448
H: -0.23640 2.97644 2.49703  0.7041
H: -0.51826 2.59570 4.84309  0.5263
H: -0.94938 0.92498 6.63824  0.4546
H: -0.62763 -1.50390 6.12615  0.4856
H: 0.13734 -2.14208 3.84858  0.4293
H: -2.71124 3.56795 1.91372  0.5603
C: -2.66459 3.53014 -3.01318  -0.9813
N: -1.23344 3.74882 -3.24515  0.1431
C: -0.92410 4.96055 -4.02024  -1.1501
C: -0.36939 2.90655 -2.71142  -0.2131
N: -1.43651 0.86882 -0.64788  1.1160
N: 0.93604 3.23163 -2.95452  -0.0301
C: 2.00212 2.42227 -2.52509  0.1997
N: 3.04929 2.45369 -3.38937  -0.4794
N: 1.94553 1.79417 -1.40595  -0.2688
H: -3.18440 3.40639 -3.96274  0.3956
H: -3.09909 4.38004 -2.48660  0.3939
H: -2.78675 2.63256 -2.41651  0.2005
H: -1.78632 5.21131 -4.63377  0.3642
H: -0.08848 4.80974 -4.70205  0.4183
H: -0.70660 5.80199 -3.36213  0.3309
H: -2.40750 0.63584 -0.83032  0.3210
H: 1.20118 4.00078 -3.55365  0.2707
H: 2.91959 2.76380 -4.33640  0.1789
H: 3.86270 1.89422 -3.20742  0.2038
H: 2.75769 1.19117 -1.31648  -0.2527
N: -4.24470 -7.34895 -2.21818  -0.4100
C: -3.68903 -6.40252 -1.87881  -0.3298
C: -2.97720 -5.21207 -1.45711  0.4794
C: -1.82333 -4.81629 -2.12274  -0.8305
C: -1.17095 -3.68520 -1.68327  -0.6458
N: -1.59158 -2.94499 -0.64511  0.5092
C: -2.71244 -3.33175 -0.01417  -0.3631
C: -3.43028 -4.45764 -0.38914  -0.6728
H: -1.44612 -5.37822 -2.96578  0.5777
H: -0.27019 -3.35253 -2.18251  0.6718
H: -3.02968 -2.71448 0.81589  0.0603
H: -4.32833 -4.73312 0.14885  0.5872
C: 4.35059 1.32667 3.13095  -0.7619
N: 4.08948 0.14315 2.25174  0.2855
C: 4.56114 0.38104 0.85572  -0.8621
C: 2.62863 -0.27190 2.29249  0.0128
C: 2.46296 -1.70873 1.86767  0.0070
C: 3.32950 -2.65898 2.41322  -0.7052
C: 3.23649 -4.00217 2.08636  -1.1062
C: 2.24291 -4.41474 1.21565  -0.9750
C: 1.34458 -3.48678 0.70418  -0.4442
C: 1.43932 -2.12889 1.00877  0.1661
H: 5.41067 1.56287 3.09774  0.4098
H: 4.04573 1.08069 4.14417  0.3447
H: 3.76658 2.16261 2.75253  0.3208
H: 4.62379 -0.64396 2.61340  0.5137
H: 4.02105 1.24438 0.47637  0.4169
H: 4.35103 -0.50874 0.26751  0.2179
H: 5.62794 0.58281 0.86966  0.5021
H: 2.09034 0.41216 1.64161  -0.5792
H: 2.29110 -0.11226 3.31270  0.3244
H: 4.07656 -2.37545 3.15422  0.3998
H: 3.91663 -4.71878 2.52859  0.4360
H: 2.14831 -5.46073 0.95202  0.4845
H: 0.55105 -3.84434 0.06662  0.3608
S: 2.42395 -1.20615 -3.88723  -0.2641
C: 1.87210 -1.33926 -2.26996  -0.4971
N: 0.61325 -1.13234 -2.06837  1.2756
C: -0.03907 -0.86175 -3.28201  -1.2273
C: -1.41431 -0.67285 -3.45205  -0.3462
C: -1.88999 -0.41626 -4.71837  -0.9001
C: -1.02131 -0.35135 -5.82242  -0.7077
C: 0.33152 -0.56612 -5.67580  -0.5636
C: 0.80968 -0.82848 -4.38787  1.2715
H: 2.55279 -1.60012 -1.46261  0.1872
H: -2.08408 -0.76797 -2.60587  0.3283
H: -2.95271 -0.27418 -4.87191  0.5040
H: -1.42523 -0.15943 -6.80838  0.4613
H: 0.99467 -0.55463 -6.53235  0.4949

Summary:
LUMO energy = -4.4 eV
HOMO = -11.83 eV
Calculated total energy = -91311.9089 eV
Charge = +2
Molar mass = 1173.12 g mol⁻¹
ΔE to the lowest compared entry with this formula, charge and spin = 202.1 kJ/mol
Multiplicity = 1